# 1
Density functional theory data (the ωB97M-V functional and the def2-TZVPD basis) for a cluster of 2 separate species, C29H30ClNO4 in total.

Geometry as ORCA input:
```
! RIJCOSX wB97M-V def2-TZVPD def2/J DEFGRID3
* xyz 0 1
H -6.25 4.91 0.83
H -4.71 6.27 2.23
H -5.10 6.47 4.69
C 6.19 -0.92 -2.66
H -4.05 2.36 -0.29
H 0.91 -2.15 0.77
C -0.40 0.79 -0.17
C 0.00 -1.60 0.56
C -4.38 0.78 -1.62
H -0.64 2.79 -0.95
H -0.43 -1.27 1.50
H -1.33 0.44 1.75
N -4.29 2.75 1.94
O 4.82 -4.62 3.13
Cl -2.19 -4.99 0.28
C -5.62 5.87 2.67
H 1.13 2.60 -2.61
H -4.59 4.83 4.28
C -5.11 0.13 -2.33
O 1.77 -2.83 -1.29
H -6.30 5.17 4.62
C 0.32 -0.40 -0.30
C -2.91 0.60 0.32
O 5.77 -3.25 1.61
C -0.69 -4.02 0.02
C 5.95 -1.98 -1.80
C -5.08 3.58 1.91
H 5.39 -5.03 0.64
H -6.38 6.65 2.58
H -1.54 2.04 1.12
C 3.63 -1.47 -1.80
C 2.20 -1.70 -1.41
H -2.94 -0.41 -0.09
O 2.73 1.06 -4.12
C 1.66 0.61 -2.06
C -1.52 0.98 0.83
C 4.67 -2.29 -1.35
H 7.20 -0.72 -3.01
H -7.02 4.26 2.28
H 6.52 -3.95 -0.14
H -0.27 -4.40 -0.91
C 2.75 0.48 -3.06
C -0.09 1.86 -1.01
C 1.36 -0.48 -1.23
H 4.26 -2.72 2.93
C 5.16 -0.12 -3.10
C 0.92 1.76 -1.96
H -1.02 -2.30 -1.21
C -5.39 5.56 4.15
H -2.70 1.99 -1.37
C -3.49 1.56 -0.75
C 4.90 -3.55 2.61
C 3.88 -0.39 -2.65
C -6.08 4.65 1.87
H 3.91 -4.27 -0.95
H 5.34 0.70 -3.78
H 3.65 -3.11 0.31
H 6.80 -2.57 -1.49
H -5.61 -0.65 -2.85
C 5.57 -3.98 0.39
H -3.58 0.60 1.17
H -2.03 -2.31 0.21
C -1.02 -2.54 -0.14
H -0.01 -4.22 0.83
C 4.39 -3.45 -0.41
*
```

Summary:
- LUMO energy: -0.761 eV
- SMILES: C#CCCCc1ccc2c(c1CCCCl)C(=O)c1c(CCOC=O)cccc1C2=O.CCCC#N
- Gap between HOMO and LUMO: 8.582 eV
- Highest occupied orbital energy: -9.34 eV
- Relative energy (zero: lowest compared OMol25 entry of this formula, charge and spin): 0.0 kcal/mol

# 2
Density functional theory data (the ωB97M-V functional and the def2-TZVPD basis) for a structure of composition C6H18FO3S3Sn at a distorted geometry.

Geometry as ORCA input:
```
! RIJCOSX wB97M-V def2-TZVPD def2/J DEFGRID3
* xyz 1 1
H -3.00 1.46 -2.61
C -1.14 2.83 -0.33
H -2.91 0.54 -1.06
H -2.87 2.17 2.25
H -0.92 -1.26 3.48
Sn 0.84 -1.03 1.11
H -2.03 -0.36 4.51
F 1.04 1.69 2.03
O 2.60 -1.01 -1.01
S -0.73 1.66 -1.71
H -3.80 1.69 3.67
C 3.25 -2.40 -3.20
C 4.81 -2.38 -1.10
H -0.38 3.60 -0.20
O -1.85 0.07 1.02
S -2.78 -0.15 2.21
H 4.11 -3.16 -0.79
H -4.50 1.43 2.05
C -3.58 1.44 2.64
H -0.68 0.38 3.45
H -2.27 -0.12 -2.42
O 0.23 0.54 -1.32
C -1.50 -0.34 3.56
H 5.39 -2.92 -1.85
H 2.88 -3.35 -2.84
H 2.39 -1.93 -3.69
H 4.02 -2.36 -3.97
H 5.24 -2.04 -0.16
S 3.80 -1.16 -1.96
C -2.37 0.86 -1.95
H -2.12 3.28 -0.44
H -1.15 2.32 0.64
*
```

Summary:
- LUMO energy: -4.906 eV
- Gap between HOMO and LUMO: 6.957 eV
- Highest occupied orbital energy: -11.86 eV
- Relative energy (zero: lowest compared OMol25 entry of this formula, charge and spin): 39.4 kcal/mol

# 3
Density functional theory data (the ωB97M-V functional and the def2-TZVPD basis) for an isolated molecule of C28H28FNO4 at a distorted geometry.

Geometry as ORCA input:
```
! RIJCOSX wB97M-V def2-TZVPD def2/J DEFGRID3
* xyz 0 1
H -6.38 0.01 -0.29
C 3.96 0.74 -0.01
H 0.59 -4.92 -2.40
H 0.91 2.07 -2.15
C 0.61 -0.76 -0.19
H -4.31 1.97 1.87
C 0.50 -0.67 3.67
C 0.57 -3.06 -1.30
H -0.37 -2.73 -1.76
C -2.11 0.74 -2.29
H -5.96 0.83 -1.83
H 4.10 -0.16 1.92
C -3.74 1.61 -0.71
H 1.15 -0.92 4.51
H 0.36 0.52 -2.86
H 5.58 -0.39 0.95
H -1.86 0.10 -3.13
C -6.13 0.97 -0.76
C 1.25 -2.18 -0.42
C -1.15 -0.22 1.49
C -0.80 -0.19 3.87
C 2.84 -3.99 -0.07
C 0.19 -0.55 1.27
C 4.78 0.30 1.19
C 2.32 -2.73 0.28
C -1.45 2.44 -0.70
H -2.65 0.39 2.88
C -2.74 2.48 -0.20
H -0.32 -0.86 -0.77
H -5.73 2.89 1.31
C 4.59 1.70 -1.00
O 2.44 -0.35 -2.78
C -1.63 0.04 2.77
H -5.89 1.17 1.68
O 2.84 1.32 0.72
O 1.49 2.80 -0.27
C -1.09 1.46 -1.64
H 5.19 1.20 1.64
C -3.40 0.76 -1.80
O 3.49 -0.38 -0.75
F 4.03 -4.38 0.49
H 1.99 -1.29 2.26
C 1.81 1.65 -0.11
C 2.24 -4.80 -1.02
H 4.96 2.59 -0.49
H 2.83 -2.22 1.11
H -1.82 -0.18 0.62
H -6.98 1.65 -0.63
H -2.98 3.16 0.61
H 2.66 -5.78 -1.25
H 5.44 1.22 -1.49
C 0.36 1.13 -1.96
C 0.99 -0.87 2.38
C 1.23 0.47 -0.88
H 3.88 1.99 -1.79
H -0.70 3.13 -0.33
C -5.22 1.92 1.25
H -4.15 0.08 -2.21
N -4.96 1.54 -0.11
C 2.43 -0.08 -1.61
H -1.17 -0.03 4.87
C 1.09 -4.32 -1.64
*
```

Summary:
- LUMO energy: 0.680 eV
- SMILES: CN(C)c1ccc(CC2([C@H](c3ccccc3)c3cccc(F)c3)C(=O)OC(C)(C)OC2=O)cc1
- Gap between HOMO and LUMO: 8.041 eV
- Highest occupied orbital energy: -7.36 eV

# 4
Density functional theory data (the ωB97M-V functional and the def2-TZVPD basis) for a cluster of 10 separate species, H20O10 in total at a distorted geometry.

Geometry as ORCA input:
```
! RIJCOSX wB97M-V def2-TZVPD def2/J DEFGRID3
* xyz 0 1
O -0.92 -13.49 -9.81
H -0.68 -14.22 -9.25
H -3.48 -8.09 -10.33
H -4.18 -11.29 -12.27
H -1.17 -10.38 -10.10
H -5.04 -9.61 -11.95
H -4.56 -9.18 -9.87
H -2.08 -11.51 -13.09
H -8.02 -10.47 -10.82
H -2.48 -11.01 -10.55
H -6.79 -11.06 -11.52
H -1.38 -8.72 -13.19
O -7.33 -11.11 -10.72
O -1.98 -10.79 -9.78
H -3.72 -12.48 -11.35
O -3.53 -13.27 -9.38
O -2.33 -8.61 -13.05
O -3.42 -11.74 -11.89
H -4.08 -12.77 -8.77
H -1.93 -11.66 -14.57
H -1.87 -13.42 -9.73
O -1.45 -11.53 -13.79
H -4.00 -9.21 -15.54
O -5.46 -10.12 -12.65
H -2.47 -8.92 -12.18
H -3.12 -13.98 -8.81
H -3.07 -9.54 -14.27
H -5.04 -9.77 -13.44
O -4.01 -8.87 -10.59
O -3.73 -9.89 -14.91
*
```

Summary:
- LUMO energy: 0.111 eV
- SMILES: O.O.O.O.O.O.O.O.O.O
- Gap between HOMO and LUMO: 10.494 eV
- Highest occupied orbital energy: -10.38 eV
- Relative energy (zero: lowest compared OMol25 entry of this formula, charge and spin): 58.9 kcal/mol

# 5
Density functional theory data (the ωB97M-V functional and the def2-TZVPD basis) for a structure of composition C3H3ClN2OS at a distorted geometry.

Geometry as ORCA input:
```
! RIJCOSX wB97M-V def2-TZVPD def2/J DEFGRID3
* xyz 0 3
C -1.00 1.52 -0.10
O -0.13 -2.67 1.50
H 1.25 1.86 0.09
H 1.65 -1.26 -1.25
N 0.53 -0.06 0.50
N -1.77 0.51 0.10
H -1.37 2.43 -0.48
C -0.83 -0.42 0.50
Cl 2.60 -1.07 -2.03
S -1.34 -2.00 1.06
C 0.41 1.15 0.10
*
```

Summary:
- LUMO energy (alpha / beta): 0.799 / -3.332 eV
- Gap between HOMO and LUMO (alpha / beta): 9.301 / 7.678 eV
- Highest occupied orbital energy (alpha / beta): -8.50 / -11.01 eV
- Relative energy (zero: lowest compared OMol25 entry of this formula, charge and spin): 3.2 kcal/mol

# 6
Density functional theory data (the ωB97M-V functional and the def2-TZVPD basis) for a structure of composition C13H18AsCl8GaGe2NO6S.

Geometry as ORCA input:
```
! RIJCOSX wB97M-V def2-TZVPD def2/J DEFGRID3
* xyz 0 2
H 0.55 -5.10 5.80
Cl -1.62 -5.69 5.09
Ge 1.97 -3.64 2.00
H -0.74 -4.47 6.88
O -1.03 2.54 -6.90
Cl 2.59 -0.84 4.68
C 3.25 -3.25 5.55
H -0.55 -0.70 0.51
As -0.62 2.22 -5.22
O 1.11 4.34 -2.25
H -1.28 1.69 -7.29
H -3.04 -0.85 -2.22
O 1.03 2.59 -5.14
Cl 5.33 -1.73 5.00
H -0.36 -2.59 1.27
C -0.43 -4.63 5.86
O -0.60 3.62 -0.66
Ge -0.72 1.99 0.44
Cl 1.04 -0.77 0.96
H 1.76 -5.72 3.38
C -3.14 5.71 -3.27
H -2.82 3.87 -6.09
Cl -2.17 2.96 1.79
H -3.74 6.51 -2.85
C -3.40 5.25 -4.55
C -2.12 5.15 -2.53
H -1.67 0.09 -2.93
Cl -2.76 1.20 -1.12
H -1.92 5.49 -1.52
N 2.92 -4.34 5.49
H 4.17 -2.36 1.76
H 4.43 -4.05 2.45
S -0.04 3.50 -2.07
H -1.47 -0.75 -1.35
O -1.09 0.70 -4.86
C -2.63 4.23 -5.09
C -1.36 4.13 -3.07
C 0.70 -2.43 1.40
C 1.23 -5.36 2.50
H 0.17 -5.26 2.73
C -1.59 3.66 -4.36
Cl -0.32 -3.06 5.06
O 0.17 2.09 -2.40
C 3.68 -1.85 5.63
Ga 2.39 2.23 -3.85
H 1.35 -6.08 1.69
C 3.74 -3.30 2.08
Cl 3.64 -1.36 7.33
H 2.37 -1.00 1.47
C -2.16 -0.24 -2.02
H -4.20 5.68 -5.14
*
```

Summary:
- LUMO energy (alpha / beta): -0.222 / -1.757 eV
- Gap between HOMO and LUMO (alpha / beta): 7.829 / 6.266 eV
- Highest occupied orbital energy (alpha / beta): -8.05 / -8.02 eV
- Relative energy (zero: lowest compared OMol25 entry of this formula, charge and spin): 265.6 kcal/mol

| no. | electronic energy (a.u.) | molecular weight (Da) |
| --- | --- | --- |
| 1 | -1938.9095 | 492.02 |
| 2 | -1973.4383 | 372.12 |
| 3 | -1539.3238 | 461.53 |
| 4 | -764.3881 | 180.15 |
| 5 | -1159.1322 | 150.59 |
| 6 | -13406.2279 | 889.84 |